63
Properties=species:S:1:pos:R:3:lowdin_charge:R:1 method="wB97M-V/def2-TZVPD" multiplicity=6 e_above_lowest_kj_mol=30.1 e_tot_ev=-139875.4427 max_force_ev_per_a=0.700 e_homo_ev="-9.0977 / -9.2971" orbital_gap_ev="6.607 / 6.802" charge=+1
Mn 0.58 0.04 0.43 0.3949
C 0.98 3.10 -0.71 -0.1824
C 1.80 2.16 -1.59 -0.1767
N 1.16 0.84 -1.71 -0.1300
C 0.05 0.75 -2.68 -0.2454
C -1.30 1.32 -2.23 -0.4230
S -1.81 0.91 -0.53 0.8852
C -1.87 2.53 0.28 -0.4191
C -0.65 2.90 1.13 -0.2774
N 0.62 2.44 0.54 -0.1295
H 0.07 3.39 -1.23 0.1002
H 1.55 4.02 -0.55 0.1354
H 2.78 2.01 -1.13 0.1230
H 1.97 2.62 -2.57 0.1282
H 1.87 0.19 -2.02 0.1032
H -0.07 -0.31 -2.91 0.1044
H 0.32 1.25 -3.62 0.1269
H -2.06 0.93 -2.90 0.0812
H -1.34 2.40 -2.34 0.0701
H -2.74 2.50 0.93 0.0827
H -2.09 3.27 -0.49 0.0783
H -0.73 2.43 2.10 0.0579
H -0.65 3.99 1.27 0.1290
H 1.35 2.58 1.24 0.0856
N -0.29 -1.93 -0.54 -0.0413
C 0.82 -2.81 -0.96 -0.2401
C 1.88 -2.78 0.12 -0.2452
N 2.39 -1.41 0.28 -0.0422
H -0.76 -2.32 0.26 0.0815
H -0.99 -1.85 -1.27 0.0770
H 1.23 -2.44 -1.90 0.1109
H 0.49 -3.84 -1.13 0.1216
H 2.67 -3.50 -0.10 0.1221
H 1.43 -3.06 1.08 0.1047
H 3.07 -1.20 -0.44 0.0927
H 2.87 -1.32 1.17 0.0670
C -0.24 -2.73 5.17 -0.2296
Si -1.07 -1.22 4.50 0.1347
C -2.71 -1.69 3.75 -0.2377
C -1.32 0.02 5.84 -0.2297
As 0.20 -0.30 2.81 0.7380
Si 1.92 0.82 3.88 0.1552
C 3.27 1.22 2.61 -0.2305
C 1.36 2.44 4.61 -0.2241
C 2.72 -0.19 5.21 -0.2309
H -0.84 -3.19 5.96 0.0382
H 0.74 -2.48 5.59 0.0152
H -0.09 -3.46 4.38 0.0255
H -3.30 -2.30 4.45 0.0367
H -2.57 -2.26 2.83 0.0150
H -3.29 -0.79 3.51 0.0275
H -1.96 -0.40 6.62 0.0397
H -1.79 0.93 5.45 0.0322
H -0.38 0.31 6.31 0.0145
H 2.90 1.29 1.58 -0.0280
H 4.04 0.44 2.61 0.0296
H 3.78 2.16 2.84 0.0384
H 0.99 3.11 3.84 0.0147
H 2.19 2.93 5.12 0.0386
H 0.56 2.28 5.33 0.0180
H 3.04 -1.16 4.82 0.0291
H 2.04 -0.39 6.04 0.0200
H 3.59 0.33 5.62 0.0381

63
Properties=species:S:1:pos:R:3:lowdin_charge:R:1 method="wB97M-V/def2-TZVPD" multiplicity=1 e_above_lowest_kj_mol=0.0 e_tot_ev=-119070.1989 max_force_ev_per_a=0.449 e_homo_ev=-4.1320 orbital_gap_ev=5.887 charge=-1
C 1.33 -1.11 2.12 -0.2992
Ga 0.43 0.62 2.77 0.2425
C -0.58 1.57 1.25 -0.3289
C -1.87 0.97 0.66 -0.2808
C -2.92 0.40 1.63 -0.4351
C -2.53 -1.01 2.12 -0.1104
C -3.26 1.38 2.77 -0.0943
H 2.39 -0.92 1.89 -0.0443
H 0.84 -1.52 1.23 -0.0321
H 1.29 -1.86 2.92 -0.0373
H -0.50 0.28 4.05 -0.0894
H 1.60 1.66 3.28 -0.1168
H 0.14 1.61 0.41 0.0154
H -0.75 2.62 1.52 0.0289
H -2.38 1.73 0.05 0.0952
H -1.60 0.16 -0.05 0.0996
H -3.84 0.28 1.04 0.1100
H -2.78 -1.74 1.34 0.0656
H -3.08 -1.29 3.02 0.0622
H -1.47 -1.10 2.31 0.0160
H -2.42 2.04 3.01 0.0497
H -4.11 2.02 2.49 0.0619
H -3.53 0.85 3.68 0.0611
C 2.66 4.83 -2.57 -0.2979
S 2.12 3.39 -1.64 0.7876
O 0.64 3.38 -1.73 -0.5527
C 2.54 4.02 -0.01 -0.2633
H 2.41 4.67 -3.61 0.0333
H 2.14 5.72 -2.20 0.0567
H 3.74 4.96 -2.47 0.0475
H 2.00 4.95 0.17 0.0575
H 3.62 4.17 0.05 0.0494
H 2.23 3.27 0.72 0.0379
C -4.55 -4.34 2.65 -0.2672
S -2.93 -4.72 3.31 0.8096
O -1.95 -4.36 2.25 -0.5443
C -3.09 -6.51 3.25 -0.2804
H -4.62 -3.26 2.56 0.0349
H -4.65 -4.80 1.66 0.0594
H -5.32 -4.71 3.33 0.0485
H -3.29 -6.83 2.23 0.0449
H -3.89 -6.82 3.93 0.0472
H -2.15 -6.93 3.58 0.0449
C 3.27 6.18 -7.26 -0.2728
S 4.25 7.19 -6.14 0.8036
O 3.75 6.91 -4.77 -0.5496
C 3.53 8.77 -6.64 -0.2756
H 3.53 5.14 -7.07 0.0501
H 2.21 6.34 -7.05 0.0594
H 3.50 6.44 -8.29 0.0504
H 2.45 8.74 -6.48 0.0579
H 3.76 8.96 -7.69 0.0501
H 3.98 9.54 -6.01 0.0474
C 0.75 -5.98 1.25 -0.2597
S -0.13 -7.07 0.14 0.8101
O -1.20 -7.76 0.93 -0.5661
C 1.20 -8.27 -0.04 -0.2834
H 0.06 -5.19 1.55 0.0222
H 1.07 -6.55 2.13 0.0606
H 1.61 -5.56 0.73 0.0586
H 1.47 -8.67 0.94 0.0527
H 2.05 -7.79 -0.51 0.0488
H 0.83 -9.08 -0.68 0.0419